[1]
C32H43F15O16 | ωB97M-V/def2-TZVPD

Results
* total charge: -1
* LUMO level (spin up / spin down): 1.951 / 1.951 eV
* molecular weight: 968.6 Da
* multiplicity: 2
* Kohn-Sham gap (spin up / spin down): 1.965 / 7.108 eV

Last column: Löwdin charge in e.
Element x y z (Å)
O  -3.361  2.837  -2.127  0.08
C  -3.553  1.701  -2.560  -0.46
O  -3.799  0.654  -1.782  0.05
C  -4.010  -0.553  -2.487  -0.16
C  -3.711  -0.231  -3.970  -0.15
C  -3.606  1.281  -4.024  -0.08
H  -5.030  -0.939  -2.495  0.12
H  -3.433  -1.390  -2.094  0.10
H  -4.370  -0.640  -4.736  0.11
H  -2.744  -0.694  -4.167  0.10
H  -4.468  1.720  -4.527  0.12
H  -2.724  1.658  -4.543  0.12
O  0.752  -1.768  -0.462  0.04
C  0.429  -0.755  0.179  -0.37
O  1.341  0.179  0.590  0.01
C  0.746  1.250  1.301  -0.14
C  -0.734  1.246  0.806  -0.12
C  -1.001  -0.210  0.429  -0.06
H  1.233  2.206  1.110  0.10
H  0.949  1.102  2.362  0.12
H  -0.829  1.877  -0.078  0.09
H  -1.379  1.548  1.631  0.11
H  -1.625  -0.306  -0.459  0.10
H  -1.535  -0.569  1.309  0.11
O  0.330  4.910  3.043  0.05
C  -0.481  4.889  2.077  -0.44
O  -0.210  4.271  0.946  0.00
C  -1.085  4.637  -0.119  -0.15
C  -2.303  4.913  0.687  -0.17
C  -1.811  5.634  1.922  -0.06
H  -1.138  3.841  -0.862  0.10
H  -0.695  5.491  -0.674  0.13
H  -2.852  4.009  0.949  0.13
H  -2.978  5.601  0.177  0.12
H  -2.463  5.391  2.760  0.13
H  -1.609  6.694  1.769  0.13
C  4.943  2.737  1.138  -0.06
C  6.112  2.117  1.910  -0.18
O  5.915  0.706  2.083  0.02
C  5.022  0.220  2.907  -0.35
O  4.399  0.954  3.683  0.12
C  4.738  -1.357  2.775  -0.52
F  3.688  -1.506  1.978  0.18
F  5.869  -1.938  2.294  0.14
F  4.361  -1.806  3.962  0.18
H  5.314  3.745  0.957  0.08
H  3.964  2.773  1.615  0.08
H  4.776  2.365  0.127  0.08
H  6.199  2.745  2.796  0.12
H  7.061  2.167  1.375  0.12
C  -0.468  3.358  5.929  -0.09
C  -0.703  2.386  4.828  -0.28
O  -1.857  1.633  5.169  -0.09
C  -2.034  0.360  4.586  -0.49
O  -1.382  -0.180  3.707  -0.05
C  -3.197  -0.475  5.186  -0.50
F  -4.151  -0.686  4.208  0.06
F  -2.660  -1.664  5.568  0.08
F  -3.774  0.154  6.266  0.08
H  -1.410  3.887  6.070  0.08
H  0.278  4.107  5.664  0.06
H  -0.134  2.900  6.860  0.07
H  0.158  1.744  4.647  0.12
H  -0.960  2.934  3.921  0.09
C  2.021  -5.338  -1.231  -0.07
C  2.308  -4.114  -2.023  -0.22
O  3.324  -4.324  -3.019  0.01
C  2.994  -4.717  -4.297  -0.32
O  1.878  -4.910  -4.766  0.13
C  4.202  -4.761  -5.252  -0.59
F  5.172  -3.949  -4.765  0.15
F  4.565  -6.001  -5.447  0.21
F  3.855  -4.210  -6.394  0.18
H  1.917  -5.078  -0.178  0.08
H  2.839  -6.057  -1.257  0.08
H  1.188  -5.947  -1.584  0.08
H  2.765  -3.454  -1.285  0.12
H  1.402  -3.660  -2.427  0.11
C  1.654  -0.831  -4.937  -0.05
C  1.215  -0.657  -3.522  -0.18
O  1.668  0.598  -2.933  0.05
C  0.960  1.700  -2.907  -0.38
O  -0.219  1.794  -3.160  0.15
C  1.808  3.001  -2.760  -0.48
F  1.156  4.005  -3.384  0.14
F  1.820  3.513  -1.526  0.16
F  3.090  2.842  -3.233  0.13
H  1.480  -1.859  -5.254  0.08
H  2.666  -0.544  -5.222  0.09
H  1.100  -0.141  -5.573  0.08
H  1.644  -1.424  -2.877  0.10
H  0.172  -0.860  -3.282  0.13
C  -1.280  -4.491  0.435  -0.06
C  -2.334  -3.556  -0.050  -0.21
O  -3.511  -3.848  0.699  0.05
C  -4.395  -2.914  0.889  -0.33
O  -4.252  -1.802  0.349  0.11
C  -5.660  -3.312  1.710  -0.63
F  -5.610  -2.765  2.846  0.24
F  -6.777  -2.856  1.104  0.16
F  -5.646  -4.607  1.888  0.19
H  -1.126  -4.421  1.511  0.10
H  -0.378  -4.122  -0.053  0.05
H  -1.506  -5.513  0.129  0.08
H  -2.477  -3.750  -1.113  0.13
H  -2.001  -2.524  0.060  0.09

***

[2]
C32H43MnN8OSSi | ωB97M-V/def2-TZVPD

Results
* total charge: +1
* LUMO level (spin up / spin down): -2.162 / -2.196 eV
* molecular weight: 670.8 Da
* multiplicity: 6
* Kohn-Sham gap (spin up / spin down): 7.619 / 7.646 eV

Last column: Löwdin charge in e.
Element x y z (Å)
Mn  -0.474  0.694  1.243  0.75
C  -3.215  2.122  0.072  -0.19
C  -2.278  2.343  -1.122  -0.16
N  -0.966  1.670  -0.966  -0.08
C  0.176  2.554  -1.243  -0.13
C  0.627  3.344  -0.030  -0.26
C  1.395  4.494  -0.144  0.00
C  1.843  5.108  1.017  -0.03
C  1.519  4.563  2.252  -0.01
C  0.751  3.408  2.280  -0.27
C  0.425  2.683  3.571  -0.14
N  -0.747  1.806  3.436  -0.08
C  -2.025  2.530  3.639  -0.17
C  -3.080  2.217  2.573  -0.20
N  -2.425  2.295  1.280  -0.11
N  0.322  2.837  1.160  0.05
H  -3.639  1.117  0.064  0.10
H  -4.047  2.832  -0.006  0.13
H  -2.100  3.418  -1.208  0.12
H  -2.779  2.018  -2.035  0.13
H  -0.914  0.889  -1.608  0.10
H  -0.039  3.245  -2.063  0.13
H  1.021  1.930  -1.549  0.14
H  1.647  4.898  -1.116  0.12
H  2.452  6.001  0.961  0.12
H  1.867  5.020  3.169  0.12
H  0.292  3.416  4.373  0.13
H  1.291  2.067  3.827  0.14
H  -0.673  1.061  4.115  0.12
H  -1.813  3.601  3.588  0.12
H  -2.442  2.327  4.626  0.13
H  -3.904  2.934  2.684  0.13
H  -3.492  1.218  2.706  0.09
H  -1.977  3.204  1.221  0.11
C  4.629  -3.577  -0.592  -0.17
Si  3.717  -3.266  1.030  0.54
C  2.247  -4.429  1.159  -0.22
C  4.797  -3.544  2.555  -0.17
C  3.398  -1.385  1.026  -0.25
C  4.512  -0.557  1.097  -0.08
C  4.387  0.827  1.138  -0.06
C  3.114  1.356  1.154  -0.14
N  2.016  0.602  1.083  -0.03
C  2.148  -0.738  0.973  -0.73
S  0.627  -1.546  0.734  0.62
H  4.953  -4.617  -0.676  0.03
H  5.513  -2.942  -0.686  0.03
H  3.975  -3.362  -1.440  0.03
H  2.626  -5.455  1.202  0.04
H  1.578  -4.349  0.304  0.01
H  1.659  -4.250  2.059  0.02
H  5.125  -4.585  2.613  0.03
H  4.237  -3.324  3.466  0.03
H  5.689  -2.916  2.556  0.02
H  5.504  -0.998  1.118  0.10
H  5.254  1.473  1.170  0.10
H  2.973  2.430  1.217  0.09
C  1.316  -0.793  -6.494  -0.05
C  0.323  -1.112  -5.410  -0.28
C  -1.036  -1.207  -5.682  -0.03
C  -1.965  -1.492  -4.692  0.00
C  -1.532  -1.690  -3.386  -0.22
N  -2.394  -1.989  -2.298  0.13
C  -3.754  -2.042  -2.285  -0.50
O  -4.500  -1.837  -3.217  0.09
N  -4.300  -2.337  -1.019  0.14
C  -3.846  -1.984  0.238  -0.20
C  -4.550  -2.373  1.382  0.02
C  -4.084  -1.990  2.624  -0.03
C  -2.934  -1.216  2.710  -0.15
N  -2.271  -0.818  1.629  -0.02
C  -2.712  -1.200  0.434  -0.15
C  -0.173  -1.593  -3.092  -0.04
C  0.737  -1.311  -4.095  -0.04
H  0.888  -0.968  -7.479  0.08
H  2.216  -1.399  -6.394  0.08
H  1.617  0.256  -6.441  0.08
H  -1.385  -1.065  -6.698  0.12
H  -3.012  -1.568  -4.932  0.10
H  -1.917  -2.341  -1.483  0.12
H  -5.271  -2.595  -1.093  0.15
H  -5.439  -2.984  1.286  0.13
H  -4.609  -2.288  3.521  0.12
H  -2.532  -0.919  3.672  0.11
H  -2.122  -0.855  -0.405  0.07
H  0.174  -1.754  -2.075  0.06
H  1.792  -1.251  -3.854  0.12

***

[3]
C32H44N4P2ReSi | ωB97M-V/def2-TZVPD

Results
* total charge: +2
* LUMO level (spin up / spin down): -7.050 / -9.073 eV
* molecular weight: 761.0 Da
* multiplicity: 4
* Kohn-Sham gap (spin up / spin down): 5.246 / 3.223 eV

Last column: Löwdin charge in e.
Element x y z (Å)
Re  0.301  -0.366  -1.196  1.49
C  -1.163  1.275  -1.113  -0.22
C  -1.602  0.183  -1.936  -0.27
C  -1.466  0.168  -3.439  -0.22
C  -0.100  0.651  -3.949  -0.22
C  1.088  0.294  -3.066  -0.28
C  1.572  1.073  -1.946  -0.32
C  1.059  2.470  -1.695  -0.16
C  -0.489  2.541  -1.601  -0.16
C  0.995  -2.272  -1.211  -0.23
H  -1.648  1.392  -0.133  0.13
H  -2.444  -0.398  -1.556  0.13
H  -2.252  0.765  -3.905  0.09
H  -1.639  -0.855  -3.795  0.10
H  0.093  0.140  -4.912  0.01
H  -0.117  1.731  -4.183  0.12
H  1.840  -0.304  -3.593  0.09
H  2.588  0.864  -1.594  0.13
H  1.391  3.135  -2.504  0.13
H  1.489  2.835  -0.751  0.12
H  -0.713  3.320  -0.856  0.13
H  -0.902  2.872  -2.566  0.12
H  1.301  -2.435  -0.177  0.01
H  1.819  -2.457  -1.900  0.02
H  0.084  -2.857  -1.378  0.04
P  1.478  -0.876  -6.899  1.13
P  -1.955  -0.349  -6.759  1.12
N  2.805  0.186  -7.241  -0.30
N  2.086  -2.244  -8.009  -0.17
N  -2.075  1.423  -7.139  -0.24
N  -3.503  -0.900  -7.467  -0.28
C  0.413  -0.110  -8.205  -0.42
C  -0.982  -0.746  -8.290  -0.40
C  3.889  0.329  -6.369  -0.14
C  4.881  1.066  -7.012  -0.06
C  4.392  1.399  -8.319  -0.05
C  3.127  0.853  -8.431  -0.14
C  2.358  -3.550  -7.582  0.00
C  2.757  -4.312  -8.679  0.03
C  2.682  -3.465  -9.834  0.04
C  2.339  -2.190  -9.381  0.00
C  -2.280  2.423  -6.173  -0.14
C  -2.178  3.672  -6.777  -0.07
C  -1.925  3.449  -8.168  -0.06
C  -1.868  2.078  -8.357  -0.18
C  -4.278  -0.293  -8.466  -0.13
C  -5.311  -1.156  -8.823  -0.07
C  -5.130  -2.369  -8.072  -0.08
C  -4.003  -2.201  -7.277  -0.16
H  0.872  -0.237  -9.195  0.05
H  0.317  0.963  -7.969  0.09
H  -1.516  -0.363  -9.182  0.08
H  -0.945  -1.852  -8.388  0.09
H  3.833  -0.083  -5.373  0.09
H  5.843  1.317  -6.594  0.10
H  4.896  1.949  -9.106  0.11
H  2.422  0.911  -9.248  0.10
H  2.246  -3.806  -6.535  0.14
H  3.087  -5.342  -8.650  0.13
H  2.848  -3.753  -10.867  0.13
H  2.274  -1.270  -9.950  0.13
H  -2.548  2.171  -5.159  0.08
H  -2.306  4.620  -6.271  0.10
H  -1.840  4.191  -8.953  0.11
H  -1.684  1.548  -9.280  0.10
H  -4.036  0.691  -8.830  0.09
H  -6.107  -0.946  -9.520  0.10
H  -5.759  -3.246  -8.110  0.10
H  -3.502  -2.875  -6.599  0.09
C  1.538  -0.846  5.054  -0.18
Si  0.292  -0.079  3.888  0.46
C  -1.365  -0.929  4.173  -0.18
C  0.221  1.792  4.092  -0.18
C  0.653  -0.302  2.066  -0.09
C  0.553  -0.303  0.817  -0.20
H  1.283  -0.606  6.091  0.05
H  2.546  -0.469  4.859  0.03
H  1.557  -1.936  4.955  0.04
H  -1.633  -0.972  5.238  0.05
H  -2.159  -0.397  3.629  0.03
H  -1.321  -1.959  3.783  0.04
H  1.152  2.228  3.693  0.04
H  -0.610  2.196  3.494  0.03
H  0.100  2.117  5.133  0.04

***

[4]
C32H45N2O3S2W | ωB97M-V/def2-TZVPD

Results
* total charge: +3
* LUMO level (spin up / spin down): -11.453 / -11.886 eV
* molecular weight: 753.7 Da
* multiplicity: 3
* Kohn-Sham gap (spin up / spin down): 5.574 / 5.251 eV

Last column: Löwdin charge in e.
Element x y z (Å)
W  -0.054  -0.130  -2.463  1.46
C  -1.970  2.442  4.040  -0.02
C  -0.450  2.518  3.770  -0.51
C  0.153  3.783  4.364  -0.03
C  0.268  1.317  4.455  -0.05
C  -0.222  2.391  2.211  -0.09
C  0.414  1.353  1.633  0.06
C  0.318  1.177  0.221  -0.10
N  0.816  0.115  -0.547  0.02
C  1.320  -1.121  -0.158  -0.19
C  2.091  -1.290  0.951  0.10
C  2.276  -2.574  1.544  -0.05
C  1.646  -3.677  0.939  0.09
C  0.801  -3.515  -0.162  -0.05
C  0.873  -2.288  -0.832  -0.17
O  0.295  -2.110  -2.054  -0.19
C  -0.245  -4.546  -0.462  -0.50
C  0.303  -5.516  -1.591  -0.01
C  -0.571  -5.421  0.785  -0.02
C  -1.550  -3.891  -1.036  -0.02
C  2.932  -2.718  2.928  -0.53
C  1.790  -2.725  3.973  -0.01
C  3.639  -4.116  3.011  -0.03
C  4.011  -1.663  3.135  -0.02
C  -0.543  2.023  -0.492  -0.15
O  -0.894  1.523  -1.705  -0.19
C  -1.088  3.218  0.060  -0.07
C  -0.884  3.322  1.419  0.09
C  -1.822  4.254  -0.733  -0.53
C  -1.672  5.574  0.060  -0.02
C  -1.218  4.402  -2.153  -0.03
C  -3.296  3.850  -0.814  -0.02
H  -2.153  2.213  5.113  0.12
H  -2.417  3.399  3.678  0.09
H  -2.503  1.741  3.435  0.08
H  0.297  3.742  5.469  0.12
H  1.094  4.027  3.944  0.08
H  -0.438  4.703  4.171  0.10
H  0.120  1.310  5.571  0.12
H  -0.120  0.436  3.983  0.06
H  1.321  1.352  4.183  0.08
H  1.097  0.687  2.141  0.09
H  2.478  -0.462  1.508  0.11
H  1.778  -4.654  1.470  0.13
H  1.283  -5.930  -1.230  0.11
H  -0.398  -6.390  -1.729  0.12
H  0.527  -4.954  -2.504  0.08
H  0.387  -5.767  1.207  0.08
H  -1.070  -4.803  1.588  0.12
H  -1.235  -6.221  0.517  0.09
H  -1.405  -3.765  -2.117  0.07
H  -2.429  -4.512  -0.844  0.10
H  -1.710  -2.899  -0.546  0.09
H  1.326  -3.738  4.095  0.10
H  2.173  -2.492  5.007  0.12
H  0.961  -1.995  3.687  0.09
H  2.919  -4.952  3.096  0.09
H  4.265  -4.293  2.127  0.10
H  4.218  -4.092  3.949  0.11
H  3.644  -0.642  3.097  0.08
H  4.462  -1.866  4.064  0.08
H  4.774  -1.878  2.372  0.11
H  -1.440  4.082  1.984  0.13
H  -0.658  5.847  0.062  0.08
H  -2.163  6.453  -0.336  0.11
H  -1.998  5.415  1.085  0.07
H  -0.091  4.481  -2.079  0.11
H  -1.429  3.498  -2.745  0.06
H  -1.617  5.297  -2.672  0.11
H  -3.798  3.971  0.149  0.10
H  -3.847  4.454  -1.573  0.11
H  -3.441  2.830  -1.144  0.08
S  -1.488  -0.573  -4.354  0.66
C  -1.463  0.426  -5.807  -0.91
N  -1.790  -0.148  -6.982  -0.02
C  -1.407  0.559  -8.199  -0.16
C  -0.679  1.849  -7.784  -0.36
S  -0.842  2.030  -5.983  1.02
H  -2.417  -0.945  -6.960  0.17
H  -2.289  0.718  -8.843  0.15
H  -0.742  -0.078  -8.795  0.14
H  -1.087  2.767  -8.221  0.10
H  0.370  1.844  -8.173  0.12
O  2.187  1.243  -4.069  0.17
C  1.415  0.714  -3.356  -0.23

***

[5]
C32H45NO13SSi | ωB97M-V/def2-TZVPD

Results
* total charge: 0
* LUMO level: -0.975 eV
* molecular weight: 711.9 Da
* SMILES string: S=C=N[SiH2]COc1ccccc1.O=C1CCCO1.O=C1CCCO1.O=C1CCCO1.O=C1CCCO1.O=C1CCCO1.O=C1CCCO1
* Kohn-Sham gap: 7.657 eV

Last column: Löwdin charge in e.
Element x y z (Å)
S  2.524  -0.541  -2.096  0.65
C  1.688  0.931  -1.720  -0.60
N  0.850  1.808  -1.026  -0.12
Si  -0.453  2.360  -2.191  0.64
C  -0.480  1.333  -3.835  -0.32
O  -1.764  1.455  -4.588  -0.22
C  -2.892  1.120  -3.684  -0.20
C  -2.924  -0.407  -3.015  0.00
C  -4.101  -0.877  -1.959  -0.04
C  -5.247  0.233  -1.578  -0.08
C  -5.240  1.740  -2.268  -0.06
C  -4.075  2.250  -3.337  0.00
H  -1.716  2.246  -1.417  -0.02
H  -0.279  3.799  -2.431  -0.04
H  0.403  1.737  -4.522  0.12
H  -0.254  0.191  -3.638  0.08
H  -2.035  -1.125  -3.326  0.09
H  -4.048  -1.967  -1.495  0.10
H  -6.094  -0.064  -0.791  0.09
H  -6.066  2.552  -1.988  0.09
H  -4.038  3.317  -3.821  0.10
O  -2.382  -4.843  -0.844  0.09
C  -1.298  -4.578  -1.335  -0.46
O  -0.801  -3.313  -1.466  0.01
C  0.435  -3.367  -2.179  -0.19
C  0.935  -4.776  -2.000  -0.16
C  -0.342  -5.573  -1.921  -0.08
H  0.243  -3.123  -3.229  0.13
H  1.131  -2.631  -1.765  0.04
H  1.604  -5.100  -2.803  0.13
H  1.480  -4.860  -1.052  0.11
H  -0.699  -5.871  -2.911  0.14
H  -0.232  -6.444  -1.270  0.13
O  1.828  2.299  5.203  0.09
C  1.277  1.812  4.229  -0.45
O  1.267  2.378  2.987  0.03
C  0.442  1.596  2.124  -0.18
C  0.388  0.230  2.755  -0.16
C  0.481  0.542  4.227  -0.09
H  -0.545  2.066  2.064  0.13
H  0.882  1.566  1.122  0.08
H  -0.508  -0.335  2.483  0.12
H  1.263  -0.356  2.448  0.12
H  -0.502  0.736  4.665  0.14
H  0.999  -0.250  4.773  0.13
O  4.390  -3.261  -2.027  0.06
C  4.516  -3.877  -0.981  -0.46
O  4.156  -5.183  -0.810  0.01
C  4.339  -5.544  0.559  -0.17
C  5.340  -4.556  1.099  -0.16
C  5.038  -3.311  0.304  -0.08
H  3.373  -5.478  1.070  0.13
H  4.706  -6.572  0.623  0.13
H  5.264  -4.414  2.180  0.12
H  6.358  -4.898  0.873  0.13
H  4.255  -2.709  0.773  0.13
H  5.937  -2.714  0.136  0.14
O  0.123  5.934  -1.735  0.06
C  0.979  6.157  -0.895  -0.46
O  0.828  7.026  0.147  0.03
C  2.060  7.119  0.862  -0.17
C  2.808  5.854  0.531  -0.16
C  2.354  5.561  -0.877  -0.09
H  2.591  8.016  0.527  0.13
H  1.858  7.205  1.934  0.13
H  3.892  5.957  0.629  0.12
H  2.483  5.046  1.197  0.12
H  2.975  6.071  -1.619  0.14
H  2.321  4.486  -1.072  0.11
O  -8.277  -1.474  -7.944  0.10
C  -7.421  -1.252  -7.103  -0.46
O  -7.572  -0.383  -6.061  0.03
C  -6.340  -0.290  -5.347  -0.18
C  -5.592  -1.555  -5.678  -0.17
C  -6.046  -1.848  -7.085  -0.09
H  -5.809  0.607  -5.681  0.13
H  -6.542  -0.204  -4.275  0.11
H  -4.508  -1.451  -5.580  0.11
H  -5.917  -2.363  -5.011  0.12
H  -5.425  -1.338  -7.827  0.14
H  -6.079  -2.922  -7.280  0.13
O  2.484  -1.486  8.498  0.09
C  2.564  -0.345  8.923  -0.46
O  2.938  -0.022  10.196  0.03
C  2.816  1.388  10.376  -0.17
C  2.869  1.973  8.989  -0.17
C  2.228  0.895  8.152  -0.10
H  1.865  1.595  10.878  0.13
H  3.634  1.752  11.004  0.13
H  2.371  2.943  8.911  0.12
H  3.914  2.103  8.682  0.13
H  1.141  1.006  8.109  0.14
H  2.654  0.862  7.146  0.11